No. 1
{"formula": "C5H10O", "method": "ωB97M-V with the def2-TZVPD basis set", "total_energy_ha": -271.71098, "lumo_ha": 0.0378, "smiles": "OCC1CCC1", "orbital_gap_ev": 11.103, "symbols": ["O", "C", "C", "C", "C", "C", "H", "H", "H", "H", "H", "H", "H", "H", "H", "H"], "xyz": [[2.74150, -0.19178, 0.23482], [1.43595, -0.57906, 0.61867], [0.34591, -0.13058, -0.34834], [-0.98516, -0.91896, -0.29462], [-1.76948, 0.40978, -0.19252], [-0.43418, 1.17373, -0.02658], [2.76834, 0.77197, 0.21299], [1.45842, -1.67283, 0.66816], [1.20116, -0.21272, 1.63334], [0.77021, -0.12092, -1.35839], [-1.07287, -1.54750, 0.59936], [-1.19436, -1.54242, -1.16934], [-2.30807, 0.67173, -1.10757], [-2.46791, 0.48338, 0.64621], [-0.26745, 1.52527, 0.99897], [-0.27402, 2.01637, -0.70605]], "forces_ev_per_a": [[0.09, 0.33, 0.00], [-0.35, -0.20, 0.09], [0.14, -0.05, -0.04], [-0.03, -0.17, 0.02], [-0.18, 0.06, 0.00], [0.08, 0.18, 0.04], [0.08, -0.10, -0.01], [0.00, 0.11, -0.06], [0.03, -0.10, -0.15], [-0.05, -0.02, 0.12], [0.02, 0.12, -0.10], [0.01, 0.09, 0.16], [0.10, -0.05, 0.11], [0.10, 0.01, -0.14], [0.00, -0.08, -0.14], [-0.03, -0.12, 0.10]], "nbo_charge": [-0.713, -0.054, -0.249, -0.398, -0.401, -0.405, 0.461, 0.178, 0.153, 0.211, 0.200, 0.209, 0.203, 0.203, 0.197, 0.205]}

No. 2
{"formula": "C40H90F2N7O7S2", "method": "ωB97M-V with the def2-TZVPD basis set", "charge": 3, "total_energy_ha": -3482.83359, "lumo_ha": -0.2310, "orbital_gap_ev": 8.536, "symbols": ["C", "C", "C", "N", "C", "C", "C", "C", "C", "H", "H", "H", "H", "H", "H", "H", "H", "H", "H", "H", "H", "H", "H", "H", "H", "H", "H", "C", "C", "C", "N", "C", "C", "C", "C", "C", "H", "H", "H", "H", "H", "H", "H", "H", "H", "H", "H", "H", "H", "H", "H", "H", "H", "H", "C", "C", "C", "N", "C", "C", "C", "C", "C", "H", "H", "H", "H", "H", "H", "H", "H", "H", "H", "H", "H", "H", "H", "H", "H", "H", "H", "C", "C", "C", "N", "C", "C", "C", "C", "C", "H", "H", "H", "H", "H", "H", "H", "H", "H", "H", "H", "H", "H", "H", "H", "H", "H", "H", "C", "C", "C", "N", "C", "C", "C", "C", "C", "H", "H", "H", "H", "H", "H", "H", "H", "H", "H", "H", "H", "H", "H", "H", "H", "H", "H", "N", "O", "O", "O", "N", "S", "O", "O", "F", "S", "O", "O", "F"], "xyz": [[0.01170, -5.68133, -0.45904], [-0.00236, -4.62604, -1.54983], [-1.41835, -4.50967, -2.11630], [-1.57172, -3.55715, -3.27650], [-0.74870, -4.08542, -4.43850], [-3.05428, -3.61494, -3.72038], [-3.42827, -2.12248, -3.85845], [-2.15577, -1.31260, -3.88573], [-1.29362, -2.10056, -2.87889], [-0.71173, -5.55293, 0.35395], [0.98660, -5.61145, 0.02568], [-0.21968, -6.70582, -0.75557], [0.71387, -4.93225, -2.31447], [0.41703, -3.72178, -1.10097], [-2.14181, -4.28633, -1.33104], [-1.71695, -5.50469, -2.45334], [0.31647, -3.90871, -4.30934], [-0.97689, -3.54388, -5.35601], [-1.05093, -5.12352, -4.53206], [-3.23517, -4.07118, -4.69141], [-3.65673, -4.16449, -3.00312], [-4.09860, -1.96746, -4.70257], [-3.98367, -1.81013, -2.97071], [-1.59954, -1.42944, -4.81693], [-2.38850, -0.26749, -3.70525], [-0.23517, -1.84573, -2.89763], [-1.58889, -2.02912, -1.83259], [5.12733, -1.71803, 0.02553], [4.65416, -2.56156, 1.21018], [3.12884, -2.75181, 1.08476], [2.45940, -3.30353, 2.30633], [2.95603, -4.69717, 2.60041], [0.91456, -3.29008, 2.10098], [0.38469, -2.39007, 3.20978], [1.38948, -2.49924, 4.34352], [2.68146, -2.44740, 3.53151], [4.76318, -0.69398, 0.10333], [4.70192, -2.13309, -0.88982], [6.20747, -1.63666, -0.08189], [4.83892, -2.02022, 2.13710], [5.17363, -3.51748, 1.14174], [2.74387, -3.41606, 0.31293], [2.71505, -1.74173, 1.04752], [2.57292, -4.93196, 3.59301], [4.04067, -4.71066, 2.63128], [2.55568, -5.43374, 1.90812], [0.57757, -4.30970, 2.26950], [0.61736, -2.86148, 1.14621], [-0.62489, -2.59481, 3.56852], [0.39817, -1.33762, 2.91807], [1.36206, -3.47128, 4.83918], [1.28049, -1.69668, 5.06512], [3.46364, -2.89081, 4.14479], [2.92563, -1.42557, 3.23882], [-1.22993, 3.63152, -1.25795], [-2.41075, 2.70586, -1.15625], [-3.59051, 2.95239, -2.11493], [-4.82155, 2.19862, -1.65420], [-4.72370, 0.75836, -2.05194], [-6.14261, 2.69192, -2.26036], [-7.21919, 2.26113, -1.25588], [-6.61473, 2.40542, 0.14071], [-5.09677, 2.39500, -0.16294], [-0.79290, 3.77917, -2.25365], [-0.36539, 3.51992, -0.60614], [-1.57211, 4.66566, -1.12007], [-2.78797, 2.85166, -0.14112], [-2.01475, 1.69555, -1.30306], [-3.30052, 2.68686, -3.12862], [-3.89838, 3.98747, -1.95909], [-3.88752, 0.27213, -1.55175], [-4.62372, 0.70639, -3.13547], [-5.62035, 0.17633, -1.84060], [-6.18615, 2.29398, -3.27130], [-6.11347, 3.78079, -2.29283], [-7.58157, 1.25513, -1.48311], [-8.13013, 2.81253, -1.49540], [-6.91292, 1.50774, 0.67300], [-6.95834, 3.35672, 0.53471], [-4.54956, 1.57029, 0.28543], [-4.66104, 3.36071, 0.08497], [-5.27294, 2.25329, 3.56953], [-3.83936, 1.96041, 3.11463], [-3.09985, 1.35129, 4.29555], [-1.59971, 1.31503, 4.08538], [-1.24044, 0.91976, 2.65445], [-0.89742, 2.68256, 4.33424], [0.35078, 2.34183, 5.13574], [0.51161, 0.82868, 5.17781], [-0.93581, 0.35306, 5.08739], [-5.88322, 1.37491, 3.78433], [-5.86355, 2.88668, 2.90808], [-5.28022, 2.79392, 4.51969], [-3.24847, 2.75045, 2.64855], [-3.84652, 1.19075, 2.33722], [-3.35239, 0.29518, 4.40391], [-3.40641, 1.87166, 5.20156], [-0.19528, 0.83397, 2.35530], [-1.71054, 1.51532, 1.87707], [-1.69072, -0.07370, 2.57480], [-0.66444, 3.09277, 3.35405], [-1.64721, 3.31153, 4.80903], [1.19932, 2.84805, 4.68336], [0.12068, 2.56814, 6.17849], [1.08115, 0.48276, 4.31063], [1.02341, 0.47013, 6.06799], [-1.17804, -0.63577, 4.70559], [-1.46779, 0.57665, 6.01299], [2.10490, 4.56928, -2.02681], [2.49428, 3.09088, -1.92010], [3.55095, 2.74327, -2.93566], [3.91494, 1.26449, -2.89276], [2.79796, 0.46308, -3.46225], [4.31143, 0.75603, -1.50055], [4.97734, -0.56080, -1.83954], [5.73604, -0.32235, -3.12853], [5.13431, 0.95803, -3.74018], [1.80533, 4.75283, -3.06065], [2.92151, 5.27215, -1.85127], [1.36801, 4.85028, -1.27893], [1.62942, 2.47184, -2.19051], [2.74966, 2.74056, -0.91863], [4.48198, 3.29643, -2.80109], [3.24880, 2.96677, -3.96018], [3.08353, -0.52773, -3.81852], [2.37584, 0.99260, -4.31491], [1.98008, 0.20431, -2.78756], [3.51186, 0.68628, -0.76453], [5.04075, 1.49043, -1.15388], [4.22756, -1.35277, -1.85634], [5.69727, -0.78705, -1.05482], [5.61777, -1.16586, -3.80470], [6.77409, -0.14308, -2.85984], [4.76499, 0.78283, -4.74994], [5.82752, 1.79190, -3.81964], [1.01597, -0.33148, -0.37275], [1.74235, 0.46576, 0.20541], [1.51054, -1.25062, -1.08590], [-0.22140, -0.25168, -0.24945], [4.42430, 3.37836, 1.93540], [2.88512, 3.88099, 1.57758], [1.78113, 3.42630, 2.39034], [2.60406, 4.08984, 0.16939], [3.06230, 5.35839, 2.12632], [4.22803, 1.88123, 1.63839], [4.26842, 1.54393, 0.22720], [3.48231, 1.10294, 2.58169], [5.75103, 1.55182, 2.00962]], "forces_ev_per_a": [[-0.11, -0.39, 0.90], [-0.20, -0.17, 0.16], [0.77, -0.31, 0.28], [-0.45, -0.82, -0.37], [-0.11, 0.80, -0.02], [-0.06, 1.52, -0.24], [-1.09, -0.32, 0.29], [0.63, -1.23, 0.13], [-0.23, 0.18, -0.03], [-0.11, 0.65, -0.15], [0.05, -0.52, -0.08], [0.50, 0.04, -0.48], [-0.14, 0.00, -0.12], [-0.45, 0.39, -0.33], [0.06, 0.58, -0.09], [0.03, 0.09, -0.35], [-0.03, -0.39, 0.53], [-0.46, -0.03, 0.13], [0.42, -0.08, -0.21], [0.83, -0.39, 0.06], [0.20, 0.13, 0.23], [0.12, 0.02, -0.10], [-0.08, -0.07, 0.04], [-0.38, 0.44, -0.32], [0.59, 0.05, 0.27], [0.08, -0.39, -0.11], [-0.20, 0.22, -0.05], [-1.39, -2.56, 3.79], [-0.41, -0.48, -0.24], [0.32, 0.80, 0.74], [-0.51, -0.37, 0.41], [-0.60, 0.23, 0.66], [0.10, 0.27, 1.00], [-0.23, 0.48, 0.77], [0.29, -0.56, -0.98], [0.34, 0.11, 1.14], [-0.44, -0.79, 1.25], [0.62, -1.14, 1.89], [0.19, -0.84, 0.88], [0.28, -0.31, 0.19], [0.06, -0.05, 0.50], [0.45, 0.38, -0.53], [-0.18, -0.10, -0.71], [0.09, -0.24, -0.03], [-0.03, 0.09, -0.14], [0.08, 0.23, -0.27], [-0.07, -0.02, -0.38], [0.45, -0.43, -0.32], [-0.07, -0.39, -0.43], [-0.03, -0.07, -0.41], [-0.34, 0.11, 0.22], [0.28, -0.08, 0.09], [0.44, 0.25, -0.42], [0.09, -0.08, -0.17], [0.20, 2.43, -1.42], [0.34, -0.86, 0.23], [0.45, 0.60, 1.53], [-1.47, -0.49, -0.40], [0.11, -0.38, 0.06], [0.34, 0.26, 0.29], [-0.67, -0.45, -1.83], [0.28, -0.52, -1.84], [0.30, -0.19, 0.19], [-0.11, -0.80, -0.15], [-0.38, -0.68, 0.36], [-0.08, -0.01, 0.49], [0.20, -0.51, -0.05], [-0.32, -0.20, 0.36], [-0.53, 0.19, -0.15], [0.19, 0.17, -0.73], [0.13, 0.20, -0.05], [0.31, 0.18, 0.04], [-0.14, 0.43, 0.40], [-0.35, 0.09, 0.01], [0.25, 0.02, -0.09], [0.47, -0.23, 0.24], [0.16, 0.49, 0.51], [-0.01, 0.45, 0.69], [0.23, -0.22, 0.62], [-0.05, 0.31, 0.53], [0.09, -0.16, 0.16], [-0.25, 0.81, 0.33], [-0.38, -1.11, -0.15], [0.53, -0.56, -0.78], [1.34, 1.22, -0.56], [-1.13, -1.57, 0.11], [-0.63, -0.83, -0.51], [-0.42, 0.15, 0.76], [-0.32, -0.56, -1.25], [-0.53, 0.99, -0.50], [0.33, -0.30, -0.28], [0.22, -0.09, -0.28], [0.20, 0.13, -0.04], [-0.45, 0.64, 0.45], [-0.23, 0.01, -0.05], [-0.36, 0.06, 0.08], [0.75, 0.03, 0.22], [0.22, 0.38, 0.85], [-0.03, 0.44, 0.46], [0.17, -0.10, -0.35], [0.07, 0.07, 0.07], [0.31, 0.13, 0.28], [0.15, 0.11, 0.54], [0.57, 0.83, -0.07], [0.04, -0.03, 0.02], [-0.13, 0.11, 0.09], [0.28, -0.19, 0.35], [0.06, -0.37, 0.13], [0.30, 0.00, -0.81], [-0.53, -0.90, -1.09], [0.70, -0.36, 0.01], [-0.24, -0.13, -0.52], [-1.01, -0.56, -0.43], [0.44, -1.54, -5.17], [0.57, 2.33, -2.53], [-0.38, 0.61, -0.44], [-0.26, -0.50, -0.71], [-0.49, 0.16, 0.03], [0.25, -0.35, 0.04], [-0.32, -0.06, -0.64], [-0.32, 0.16, -0.08], [0.18, 0.10, -1.22], [0.04, -0.08, 0.37], [-0.15, -0.13, -0.05], [0.71, 0.22, 0.04], [0.13, 0.12, -0.04], [0.37, 0.67, 0.48], [-0.74, -0.75, -2.64], [0.29, -0.47, -1.82], [-0.01, 0.98, -1.39], [0.06, 1.57, -3.04], [0.43, 0.02, -0.11], [0.15, -0.20, -0.42], [0.07, 0.11, -0.07], [-0.16, 0.16, 0.53], [0.00, -0.48, -0.31], [0.20, 0.15, 0.39], [-0.22, 0.05, 0.06], [-0.82, -0.15, -0.02], [-3.86, 1.63, -0.41], [-0.52, 4.18, 0.48], [0.66, -0.74, -0.35], [0.90, 0.00, 4.27], [0.30, -0.42, -0.17], [4.64, -2.47, 1.59], [-0.93, 3.01, 8.21], [-0.47, -0.26, -0.59], [-0.25, -0.57, 0.18]], "lowdin_charge": [-0.098, -0.216, -0.140, -0.234, 0.039, -0.060, -0.161, -0.132, -0.076, 0.080, 0.059, 0.093, 0.117, 0.088, 0.140, 0.142, 0.109, 0.110, 0.119, 0.137, 0.131, 0.129, 0.097, 0.119, 0.105, 0.119, 0.122, -0.149, -0.142, -0.120, -0.239, 0.040, -0.055, -0.164, -0.128, -0.096, 0.077, 0.082, 0.130, 0.118, 0.116, 0.135, 0.114, 0.109, 0.108, 0.102, 0.124, 0.114, 0.122, 0.090, 0.125, 0.102, 0.143, 0.126, -0.088, -0.235, -0.081, -0.257, -0.002, -0.074, -0.154, -0.109, -0.095, 0.084, 0.078, 0.092, 0.083, 0.100, 0.146, 0.141, 0.101, 0.105, 0.114, 0.139, 0.143, 0.114, 0.133, 0.122, 0.127, 0.111, 0.134, -0.072, -0.240, -0.127, -0.230, 0.007, -0.055, -0.119, -0.147, -0.074, 0.093, 0.064, 0.085, 0.112, 0.086, 0.141, 0.139, 0.100, 0.083, 0.102, 0.115, 0.135, 0.113, 0.131, 0.097, 0.131, 0.112, 0.145, -0.102, -0.237, -0.101, -0.212, -0.006, -0.158, -0.238, -0.095, -0.084, 0.085, 0.093, 0.060, 0.106, 0.066, 0.145, 0.134, 0.109, 0.108, 0.076, 0.080, 0.152, 0.100, 0.052, 0.119, 0.126, 0.126, 0.136, -0.580, 0.000, -0.073, -0.055, -0.218, 0.597, -0.294, -0.351, -0.157, 0.517, -0.400, -0.275, -0.172]}

For each record above, in turn, the calculated energy relative to the best compared isomer or geometry (same formula, charge and spin) values are 26.1 202.4 kcal/mol.